{
  "formula": "C47H41Cl3F6IN8O4RbS2Sb",
  "method": "the ωB97M-V functional and the def2-TZVPD basis",
  "charge": -2,
  "multiplicity": 2,
  "homo_lumo_gap_ev": [5.8, 4.2],
  "mol_weight_g_mol": 1400.51,
  "s2": 0.791,
  "e_homo_ev": [-2.63, -2.63],
  "symbols": ["Rb", "C", "C", "C", "C", "C", "C", "C", "C", "N", "C", "O", "C", "C", "C", "C", "C", "N", "C", "O", "N", "C", "C", "C", "C", "C", "C", "C", "C", "H", "H", "H", "H", "H", "H", "H", "H", "H", "H", "H", "H", "H", "H", "H", "H", "H", "H", "H", "H", "H", "O", "N", "C", "C", "C", "C", "C", "S", "H", "H", "H", "H", "F", "Sb", "F", "F", "F", "F", "F", "Cl", "C", "C", "C", "C", "C", "C", "N", "C", "C", "N", "C", "O", "C", "C", "C", "Cl", "S", "C", "C", "C", "Cl", "C", "H", "H", "H", "H", "H", "H", "H", "H", "H", "H", "H", "H", "H", "I", "C", "C", "N", "N", "C", "H", "H", "H"],
  "coordinates": [[1.846, -1.241, 0.645], [1.941, -3.593, -4.358], [2.982, -2.547, -4.088], [3.558, -1.862, -5.151], [4.465, -0.837, -4.943], [4.780, -0.475, -3.641], [4.218, -1.131, -2.555], [4.550, -0.690, -1.160], [3.334, -2.207, -2.765], [2.717, -2.812, -1.668], [2.784, -4.119, -1.555], [3.461, -4.938, -2.212], [1.865, -4.756, -0.495], [1.592, -6.117, -0.680], [0.793, -6.787, 0.220], [0.319, -6.100, 1.326], [0.640, -4.755, 1.442], [1.363, -4.084, 0.544], [0.167, -4.077, 2.702], [-0.062, -4.744, 3.705], [0.119, -2.713, 2.729], [-0.640, -1.971, 3.532], [-2.018, -2.256, 3.814], [-2.698, -3.458, 3.235], [-2.735, -1.360, 4.578], [-2.144, -0.209, 5.091], [-0.804, 0.067, 4.848], [-0.040, -0.780, 4.073], [1.414, -0.522, 3.839], [1.614, -3.547, -5.399], [1.075, -3.435, -3.710], [2.324, -4.591, -4.137], [3.265, -2.128, -6.161], [4.898, -0.306, -5.783], [5.470, 0.341, -3.456], [5.398, -0.006, -1.150], [4.788, -1.543, -0.524], [3.708, -0.156, -0.715], [2.046, -6.595, -1.536], [0.560, -7.836, 0.080], [-0.264, -6.574, 2.103], [-2.415, -3.610, 2.192], [-3.780, -3.334, 3.283], [-2.412, -4.359, 3.777], [-3.787, -1.548, 4.761], [-2.736, 0.480, 5.682], [-0.347, 0.956, 5.264], [1.817, 0.200, 4.547], [1.563, -0.120, 2.837], [1.992, -1.440, 3.908], [1.926, 1.651, 0.214], [1.995, 2.572, 1.140], [2.807, 2.332, 2.197], [2.922, 3.207, 3.241], [2.184, 4.393, 3.196], [1.393, 4.647, 2.106], [1.273, 3.753, 1.021], [0.328, 4.078, -0.371], [3.350, 1.399, 2.132], [3.578, 2.956, 4.061], [2.245, 5.113, 4.002], [0.826, 5.564, 2.024], [3.746, -2.148, 1.968], [5.352, -1.784, 2.947], [4.856, -3.111, 4.199], [4.398, -0.499, 3.982], [6.946, -1.441, 3.913], [5.745, -0.381, 1.736], [6.266, -3.030, 1.871], [-8.571, 0.744, -2.116], [-7.091, 1.440, -1.517], [-7.145, 2.382, -0.502], [-5.960, 2.926, -0.044], [-4.726, 2.552, -0.569], [-3.469, 3.206, -0.036], [-3.052, 2.694, 1.331], [-2.609, 1.335, 1.202], [-3.371, 0.181, 1.138], [-2.490, -0.810, 0.778], [-1.242, -0.271, 0.597], [-1.359, 0.986, 0.879], [-3.690, 4.607, 0.041], [-2.809, 5.354, -0.797], [-2.800, 4.906, -2.226], [-3.874, 4.893, -3.062], [-5.461, 5.453, -2.711], [-3.516, 4.233, -4.603], [-1.884, 3.972, -4.148], [-1.649, 4.365, -2.871], [-4.715, 1.603, -1.585], [-3.222, 1.067, -2.280], [-5.890, 1.041, -2.069], [-8.097, 2.686, -0.092], [-5.982, 3.687, 0.725], [-2.646, 2.965, -0.714], [-3.872, 2.731, 2.055], [-2.243, 3.330, 1.691], [-4.424, 0.178, 1.358], [-2.687, -1.854, 0.606], [-0.576, 1.722, 0.772], [-1.783, 5.281, -0.407], [-3.145, 6.388, -0.709], [-1.195, 3.510, -4.834], [-0.691, 4.256, -2.376], [-5.856, 0.305, -2.857], [1.271, 0.986, -6.549], [1.060, 0.758, -4.514], [1.505, 1.613, -3.530], [1.126, 1.073, -2.364], [0.461, -0.076, -2.522], [0.426, -0.290, -3.827], [2.052, 2.538, -3.578], [1.248, 1.486, -1.428], [-0.038, -1.175, -4.227]]
}

***

{
  "formula": "C47H41CuN7OS3Sb",
  "method": "the ωB97M-V functional and the def2-TZVPD basis",
  "charge": -1,
  "multiplicity": 2,
  "homo_lumo_gap_ev": [6.4, 6.2],
  "mol_weight_g_mol": 1001.40,
  "s2": 0.753,
  "e_homo_ev": [-4.12, -4.12],
  "symbols": ["Cu", "C", "C", "C", "C", "C", "N", "C", "C", "C", "C", "C", "C", "C", "N", "C", "C", "C", "N", "C", "C", "N", "C", "C", "C", "N", "H", "H", "H", "H", "H", "H", "H", "H", "H", "H", "H", "H", "H", "H", "H", "H", "H", "H", "C", "O", "H", "H", "H", "S", "C", "S", "C", "N", "N", "C", "C", "C", "C", "C", "C", "S", "H", "H", "H", "H", "H", "C", "C", "C", "C", "C", "C", "Sb", "C", "C", "C", "C", "C", "C", "C", "C", "C", "C", "C", "C", "H", "H", "H", "H", "H", "H", "H", "H", "H", "H", "H", "H", "H", "H", "H"],
  "coordinates": [[1.461, -1.380, -2.309], [4.458, -7.307, 0.344], [4.020, -5.928, -0.074], [4.834, -4.812, 0.121], [4.389, -3.559, -0.216], [3.096, -3.298, -0.741], [2.705, -1.998, -0.940], [3.236, -1.051, -0.061], [3.259, -1.340, 1.316], [3.890, -0.533, 2.233], [4.522, 0.639, 1.823], [5.257, 1.523, 2.793], [4.415, 0.991, 0.492], [3.773, 0.185, -0.445], [3.686, 0.642, -1.784], [4.302, 1.714, -2.325], [3.904, 1.813, -3.638], [3.027, 0.743, -3.823], [2.910, 0.048, -2.701], [2.328, -4.449, -1.035], [2.800, -5.716, -0.678], [1.060, -4.376, -1.669], [0.248, -5.409, -1.997], [-0.871, -4.890, -2.602], [-0.666, -3.510, -2.611], [0.494, -3.217, -2.040], [5.088, -7.258, 1.232], [3.597, -7.936, 0.570], [5.035, -7.797, -0.445], [5.824, -4.929, 0.547], [5.037, -2.709, -0.055], [2.774, -2.252, 1.640], [3.890, -0.804, 3.283], [5.421, 1.011, 3.740], [6.221, 1.829, 2.383], [4.677, 2.426, 2.997], [4.830, 1.941, 0.183], [4.988, 2.333, -1.779], [4.201, 2.557, -4.355], [2.485, 0.438, -4.702], [2.176, -6.580, -0.860], [0.491, -6.435, -1.799], [-1.717, -5.432, -2.986], [-1.283, -2.722, -3.003], [0.233, -1.043, -4.877], [0.136, -0.784, -3.515], [0.540, -0.152, -5.455], [-0.742, -1.356, -5.284], [0.948, -1.849, -5.117], [0.132, 3.333, 5.449], [0.082, 3.258, 3.790], [1.298, 2.486, 2.822], [0.320, 2.759, 1.327], [-0.771, 3.389, 1.616], [-0.896, 3.689, 2.957], [-2.058, 4.414, 3.317], [-2.041, 5.410, 4.287], [-3.209, 6.099, 4.578], [-4.387, 5.812, 3.905], [-4.391, 4.833, 2.922], [-3.232, 4.138, 2.623], [0.869, 2.266, -0.178], [-1.126, 5.648, 4.805], [-3.197, 6.868, 5.340], [-5.296, 6.350, 4.145], [-5.305, 4.601, 2.389], [-3.208, 3.383, 1.851], [-6.676, -1.377, -1.220], [-5.777, -2.180, -0.530], [-4.429, -1.853, -0.515], [-3.956, -0.719, -1.172], [-4.865, 0.068, -1.872], [-6.217, -0.254, -1.892], [-1.806, -0.348, -1.165], [-1.812, -0.151, 0.991], [-2.910, 0.228, 1.757], [-2.811, 0.327, 3.138], [-1.617, 0.023, 3.775], [-0.524, -0.387, 3.023], [-0.623, -0.468, 1.641], [-2.041, 1.737, -1.636], [-1.362, 2.240, -2.740], [-1.454, 3.586, -3.062], [-2.220, 4.437, -2.278], [-2.894, 3.940, -1.172], [-2.807, 2.592, -0.856], [-7.730, -1.625, -1.231], [-6.131, -3.061, -0.009], [-3.731, -2.485, 0.027], [-4.515, 0.946, -2.403], [-6.915, 0.372, -2.436], [-3.861, 0.434, 1.277], [-3.669, 0.646, 3.718], [-1.534, 0.109, 4.851], [0.412, -0.627, 3.511], [0.242, -0.761, 1.054], [-0.740, 1.572, -3.326], [-0.913, 3.979, -3.915], [-2.281, 5.491, -2.520], [-3.474, 4.608, -0.546], [-3.330, 2.206, 0.009]]
}

***

{
  "formula": "C47H41N2NaO3P2S2",
  "method": "the ωB97M-V functional and the def2-TZVPD basis",
  "multiplicity": 1,
  "homo_lumo_gap_ev": 7.5,
  "mol_weight_g_mol": 830.93,
  "e_homo_ev": -7.15,
  "symbols": ["Na", "C", "C", "C", "C", "C", "C", "C", "C", "P", "C", "C", "C", "C", "C", "C", "C", "C", "C", "C", "C", "C", "C", "O", "C", "C", "C", "C", "C", "C", "P", "C", "C", "C", "C", "C", "C", "C", "C", "C", "C", "C", "C", "H", "H", "H", "H", "H", "H", "H", "H", "H", "H", "H", "H", "H", "H", "H", "H", "H", "H", "H", "H", "H", "H", "H", "H", "H", "H", "H", "H", "H", "H", "H", "H", "C", "O", "C", "S", "S", "H", "H", "H", "N", "C", "O", "C", "C", "C", "N", "C", "C", "H", "H", "H", "H", "H", "H"],
  "coordinates": [[-0.609, 1.706, 0.268], [3.121, -4.483, -3.034], [2.117, -3.352, -3.306], [1.651, -3.433, -4.769], [0.910, -3.500, -2.388], [0.241, -4.717, -2.260], [-0.903, -4.839, -1.488], [-1.428, -3.721, -0.850], [-0.804, -2.486, -0.957], [-1.537, -0.898, -0.356], [-2.675, -1.496, 0.941], [-4.005, -1.099, 1.022], [-4.773, -1.437, 2.133], [-4.224, -2.190, 3.159], [-2.896, -2.597, 3.082], [-2.125, -2.243, 1.987], [-2.589, -0.549, -1.813], [-3.555, -1.434, -2.286], [-4.271, -1.144, -3.435], [-4.018, 0.030, -4.135], [-3.053, 0.913, -3.678], [-2.343, 0.623, -2.520], [0.371, -2.423, -1.704], [0.957, -1.183, -1.742], [2.215, -1.037, -2.263], [2.857, 0.151, -1.910], [4.083, 0.418, -2.498], [4.658, -0.492, -3.378], [4.025, -1.696, -3.632], [2.790, -2.008, -3.062], [2.042, 1.228, -0.665], [3.083, 2.724, -0.632], [4.396, 2.768, -0.157], [5.111, 3.953, -0.176], [4.522, 5.112, -0.672], [3.219, 5.083, -1.142], [2.501, 3.892, -1.117], [2.467, 0.387, 0.922], [2.488, -1.005, 1.032], [2.636, -1.616, 2.269], [2.763, -0.851, 3.421], [2.747, 0.532, 3.322], [2.596, 1.143, 2.085], [2.675, -5.455, -3.243], [3.455, -4.473, -1.996], [3.996, -4.390, -3.676], [1.164, -4.390, -4.965], [2.505, -3.341, -5.442], [0.945, -2.635, -4.998], [0.618, -5.586, -2.783], [-1.397, -5.797, -1.404], [-2.336, -3.812, -0.268], [-4.440, -0.498, 0.235], [-5.801, -1.105, 2.190], [-4.825, -2.460, 4.018], [-2.459, -3.188, 3.877], [-1.083, -2.541, 1.949], [-3.753, -2.357, -1.754], [-5.025, -1.836, -3.789], [-4.579, 0.255, -5.034], [-2.856, 1.834, -4.210], [-1.615, 1.343, -2.164], [4.598, 1.343, -2.269], [5.610, -0.270, -3.840], [4.498, -2.409, -4.295], [4.857, 1.868, 0.235], [6.127, 3.976, 0.197], [5.081, 6.039, -0.685], [2.750, 5.984, -1.513], [1.476, 3.875, -1.472], [2.393, -1.628, 0.154], [2.650, -2.697, 2.329], [2.872, -1.327, 4.386], [2.845, 1.141, 4.212], [2.583, 2.226, 2.030], [-3.789, 5.551, -1.551], [-4.097, 4.342, -0.858], [-3.110, 3.527, -0.483], [-1.493, 3.939, -0.860], [-3.622, 2.153, 0.355], [-4.752, 6.031, -1.705], [-3.312, 5.332, -2.505], [-3.131, 6.184, -0.958], [-2.598, 0.997, 7.456], [-1.337, 1.228, 7.005], [-0.366, 1.249, 7.732], [-1.215, 1.463, 5.523], [-2.060, 0.871, 4.601], [-1.871, 1.142, 3.253], [-0.905, 1.941, 2.801], [-0.093, 2.499, 3.703], [-0.206, 2.293, 5.065], [-2.731, 0.880, 8.446], [-3.397, 1.146, 6.869], [-2.840, 0.183, 4.901], [-2.522, 0.713, 2.504], [0.682, 3.152, 3.318], [0.479, 2.758, 5.761]]
}

***

The records above give, respectively, relative energy (zero: lowest compared OMol25 entry of this formula, charge and spin) values of 0.0, 52.4, 0.0 kJ/mol.
The records above give, respectively, electronic energy values of -5893.10306, -5349.45739, -3792.34902 a.u..